Record 1
This record from the OMol25 dataset describes 3 unconnected molecules or ions with the total composition C25H55IN5O4 in a non-equilibrium geometry. The level of theory is ωB97M-V with the def2-TZVPD basis set.

Each line ends with the Mulliken charge.
Cartesian coordinates (Å):
H 2.53 1.19 -2.10  0.027
H -2.13 -3.49 -1.96  0.641
H -2.59 7.36 -4.78  0.266
C -2.55 -2.58 3.91  -0.332
C 2.66 -1.07 1.37  -0.974
N 1.63 -2.00 0.82  0.277
H -4.27 6.63 -3.07  0.280
H 0.56 6.92 -2.69  0.306
N -0.66 -1.67 0.55  0.174
H -2.14 -1.38 -0.95  0.386
C -2.18 -5.57 4.64  -1.135
H -0.98 -1.72 5.98  0.391
H 7.02 -3.58 -0.28  0.374
H -2.61 5.08 -4.56  0.342
C 0.28 6.89 -4.83  -0.893
H -3.48 -0.69 3.48  0.444
N 0.82 -0.54 -0.83  0.268
H -0.47 7.15 -5.59  0.289
H -0.59 -2.25 1.38  0.075
H 1.22 -3.94 0.15  -0.002
H 1.79 -0.46 -1.11  0.057
H 4.72 -0.67 1.52  0.555
H 4.40 0.17 -0.69  0.330
C -1.74 5.67 -2.64  -0.753
H 2.62 -1.18 2.46  0.387
C -2.25 -3.17 6.93  -0.989
H -2.12 -2.60 7.85  0.374
H -0.43 -0.11 -2.46  0.284
C -1.15 -4.54 4.18  -0.393
H -2.62 5.63 -1.99  0.346
C -3.89 7.65 -3.10  -1.393
H 0.01 -6.18 -0.57  0.398
C 5.99 -3.85 -0.57  0.149
H 0.00 8.43 -3.37  0.406
C -1.15 -2.80 5.93  -0.734
C -2.51 7.73 -3.74  -0.332
H -2.50 -2.84 2.85  0.291
I 2.46 3.73 -2.74  0.078
C -2.63 -1.06 4.04  -1.520
H -3.25 -2.93 6.54  0.257
H -3.20 -5.25 4.44  0.273
O -1.11 -4.47 -0.44  -0.255
C -0.73 -5.59 -1.12  0.096
H -0.91 5.32 -2.02  0.375
H -2.22 8.78 -3.81  0.450
H 6.02 -1.06 -1.97  0.392
H -0.21 -3.26 6.24  0.390
H 1.52 1.38 -3.57  0.459
H -0.41 -3.10 -1.84  0.275
C -1.96 4.67 -3.79  -0.923
H 2.82 -3.73 0.82  0.520
O 5.37 -2.92 -1.32  -0.309
C -0.14 0.33 -1.50  -1.001
H 6.43 -1.45 -0.29  0.451
H -1.08 -4.60 3.08  -0.002
H 0.44 5.82 -4.87  0.130
H 1.21 7.38 -5.12  0.381
C 1.71 1.74 -2.56  -0.621
N -1.48 7.05 -2.97  0.108
N -1.36 -3.15 4.53  0.242
O 5.48 -4.88 -0.29  -0.436
H -2.10 -5.79 5.71  0.274
H -0.16 -4.83 4.55  0.471
C 0.59 -1.40 0.13  -0.075
H -2.03 -6.51 4.11  0.429
H 2.37 -0.04 1.16  0.422
H -2.76 -0.74 5.07  0.382
H -4.60 8.24 -3.68  0.430
H 4.40 -2.32 1.09  0.327
H -0.32 2.31 -2.23  0.187
H -1.02 4.37 -4.27  0.203
C 4.08 -1.29 0.90  -0.720
C 5.65 -1.54 -1.06  -1.051
C -1.32 -3.32 -1.25  -0.465
H -1.02 0.41 -0.87  0.611
H -2.44 3.77 -3.41  0.311
H -3.87 8.04 -2.08  0.334
H -1.72 -0.59 3.65  0.262
C 0.44 1.73 -1.71  -0.555
O -1.15 -5.89 -2.19  -0.445
H -2.24 -4.22 7.19  0.274
H 2.47 -3.13 -0.82  0.264
C -1.73 -2.18 -0.35  -0.964
C 4.36 -0.92 -0.56  0.076
C -0.13 7.35 -3.43  -0.661
H -2.54 -2.52 0.30  0.447
H 0.61 2.22 -0.76  0.410
C 2.07 -3.26 0.19  -0.709
H 3.58 -1.30 -1.24  0.182
H -3.49 -3.01 4.28  0.349

Properties
net charge	+1

***

Record 2
This record from the OMol25 dataset describes a molecular structure, C25H55N2O15P2S2 in a non-equilibrium geometry. The level of theory is ωB97M-V with the def2-TZVPD basis set.

Each line ends with the Mulliken charge.
Cartesian coordinates (Å):
H -6.34 10.57 -6.23  0.293
O -6.22 8.19 -5.30  -0.754
H 2.94 -2.50 6.30  0.322
C 1.12 1.65 1.91  -0.964
H 2.05 -7.09 2.95  0.404
O 4.84 -6.01 3.24  -0.170
H -0.69 -8.73 0.67  0.326
H -7.22 10.77 -7.76  0.372
P -4.78 7.78 -5.63  1.104
H -2.61 9.76 -6.77  0.208
H 2.37 -8.88 2.85  0.278
H 3.89 -1.10 5.45  0.375
C -1.07 -5.16 4.49  -0.946
H 4.04 -3.25 3.47  0.290
P 0.81 2.27 -1.53  1.096
H 2.32 0.19 0.90  0.341
C 1.95 -8.07 3.54  -1.091
C 0.25 -5.94 4.97  0.570
C -1.13 -0.53 -1.55  -0.905
H 1.01 -0.73 -1.89  0.239
C -3.98 8.56 -3.24  -0.505
C 4.23 -3.15 4.60  -0.624
C -2.41 7.61 -7.07  -0.189
H 1.78 1.83 2.75  0.351
H 2.64 -7.96 4.44  0.268
H -1.19 -4.21 5.12  0.401
H 1.11 -5.59 4.32  -0.199
H -2.13 -4.45 2.67  0.446
C 3.28 -2.06 5.29  -0.830
H -4.99 8.35 -2.87  0.304
H -2.00 -0.14 -2.08  0.282
H 0.76 -7.87 5.97  0.412
O -1.63 -8.10 2.97  -0.592
C -0.38 -8.16 2.79  0.620
C -1.45 3.41 -3.49  -0.800
H 0.55 2.56 1.71  0.389
H -1.99 -5.81 4.73  0.395
C -3.06 7.39 -2.95  -0.857
C -5.91 9.05 -7.73  -0.378
O 2.03 -0.63 3.31  -0.539
H 0.02 -0.80 -3.32  0.364
C 1.90 1.18 0.70  -0.323
H -1.10 -0.03 -0.58  0.146
C -1.37 3.67 -2.00  -0.335
N 0.53 -8.30 3.91  0.138
H -1.57 6.90 -7.13  0.364
O 5.92 -6.25 5.31  -0.614
H 1.09 -8.64 1.08  0.292
H -1.98 4.22 -4.00  0.195
H 7.75 -6.94 1.56  0.343
C 7.12 -6.89 2.51  -0.919
O -4.03 8.88 -4.63  -0.278
O -3.23 7.15 -6.00  -0.305
H -3.62 9.45 -2.72  0.310
N 1.45 -3.22 3.48  -0.275
H -3.45 6.47 -3.39  0.212
O -0.80 -1.92 2.73  -0.678
H 0.39 0.88 2.20  0.134
S 1.73 -1.75 4.29  0.880
O -0.80 2.58 -1.29  -0.331
H -2.38 3.82 -1.60  0.284
H -2.95 7.23 -1.88  0.466
H -0.45 3.34 -3.93  0.312
H -0.79 4.58 -1.79  0.287
H 5.70 -5.62 1.39  0.282
C 5.05 -5.69 4.62  0.187
H -0.97 -7.81 5.41  0.326
O 1.05 1.06 -0.44  -0.470
H -0.72 -5.52 2.23  -0.224
O 0.35 -3.33 1.13  -0.775
C 0.10 -8.12 1.25  -0.880
H 2.75 1.84 0.49  0.323
H -1.25 9.03 -5.94  0.276
H -1.96 2.47 -3.69  0.221
C -1.06 -4.72 2.96  -0.315
H -1.27 -1.60 -1.38  0.413
C 6.04 -5.69 2.48  -0.311
H 0.15 -7.04 0.86  0.205
H -5.50 11.16 -7.65  0.286
H 7.78 -6.73 3.44  0.226
O 1.34 3.38 -0.60  -0.742
S -0.02 -3.22 2.61  1.126
H 6.48 -4.71 2.84  0.276
C 0.13 -0.29 -2.36  -0.136
C 4.09 -4.60 5.32  0.166
C -6.27 10.47 -7.32  -1.087
C 0.09 -7.52 5.10  -1.060
O -4.73 8.62 -7.06  -0.428
H 3.01 -4.94 5.37  -0.097
O 0.37 1.08 -2.67  -0.375
H 5.35 -2.88 4.71  0.448
H 0.47 -5.55 6.03  0.236
H -2.93 7.52 -8.03  0.271
H 6.55 -7.86 2.70  0.229
C -1.83 9.00 -6.86  -0.981
H 4.50 -4.44 6.38  0.379
H -5.69 9.04 -8.80  0.333
H -1.19 9.27 -7.70  0.386
O 0.65 -1.38 5.29  -0.701
H -2.07 7.56 -3.38  0.219
H -6.73 8.36 -7.57  0.355

Properties
net charge	-1

***

Record 3
This record from the OMol25 dataset describes a molecular structure, C25H57Br3N8O8 in a non-equilibrium geometry. The level of theory is ωB97M-V with the def2-TZVPD basis set.

Each line ends with the Mulliken charge.
Cartesian coordinates (Å):
H -0.57 -4.24 2.16  0.491
H -2.37 2.35 -2.77  0.181
H -3.97 1.41 -1.16  0.368
H 0.34 -6.58 -1.47  0.405
H 3.38 1.95 -4.84  0.338
H 3.94 1.15 1.30  0.244
C 1.13 0.06 -1.94  -0.806
Br -6.35 -1.34 -9.79  -0.018
H 4.23 3.98 -0.27  0.263
C 2.01 0.34 1.03  -0.152
Br -6.70 -2.06 -6.67  -0.041
H -1.33 -2.48 -3.41  0.175
C -2.32 -1.91 -3.36  -1.207
C -2.26 4.18 4.59  -1.476
H 3.09 -2.37 2.03  0.173
H 1.05 -0.95 -1.56  -0.110
H -3.11 -1.56 3.13  0.152
C -2.08 -0.59 0.16  -0.124
C -2.98 3.36 -0.94  0.596
H 1.78 -0.92 4.16  0.207
N 4.44 -2.36 0.44  -0.075
C 4.13 -2.70 1.78  -0.907
H 4.08 -3.79 1.87  0.395
H 1.93 -0.03 2.05  0.057
O 1.60 3.03 0.33  -0.603
H 4.48 2.57 -3.57  0.317
H -1.57 0.23 4.68  0.313
N -1.79 -1.31 -1.03  0.659
H -3.47 -1.21 4.86  0.392
C 0.86 -0.44 4.61  -1.006
H 5.91 -0.02 -1.34  0.305
C 3.89 1.76 -3.92  -1.018
H -1.78 5.13 4.75  0.378
H -3.46 2.14 1.38  0.150
H 2.47 2.25 -2.34  0.186
H -3.12 -0.27 0.12  0.124
H 4.76 -1.18 -1.98  0.280
H -2.37 -1.12 -4.10  0.364
O 2.91 -0.74 -3.42  -0.750
O -3.44 -0.26 -2.15  -0.764
O -0.10 -2.31 3.49  -0.612
N 2.97 1.39 0.96  0.291
H -1.28 3.72 -2.22  0.229
C 3.90 3.66 0.73  -1.231
N 2.87 1.49 -2.88  -0.076
H 4.82 -2.28 2.42  0.329
C -1.30 3.13 4.26  0.951
H 3.43 4.43 1.37  0.305
H -3.17 -2.55 -3.53  0.377
C 2.43 0.20 -2.74  0.594
H -4.96 2.99 1.07  0.341
H -2.38 -2.54 4.43  0.308
H 1.00 0.80 0.83  -0.186
N -3.82 2.26 -0.62  -0.107
Br -3.80 -1.70 -7.88  0.041
N -0.48 3.37 3.24  0.162
H 6.30 -1.79 -1.40  0.422
H -4.85 1.22 1.00  0.328
C -4.35 2.18 0.76  -0.862
H -1.86 -1.23 1.01  -0.394
C -0.24 -4.55 -1.15  0.628
H 0.37 0.16 -2.65  0.959
H 0.22 4.33 1.67  0.318
H -1.24 5.04 2.30  0.460
C -2.70 -1.53 4.17  -0.905
H 0.94 -5.40 -2.55  0.305
H -0.92 -5.75 0.40  0.247
C -0.32 4.62 2.52  -1.073
C 5.54 -1.00 -1.28  -1.302
H 4.77 3.21 1.22  0.356
C 5.15 -1.24 0.16  0.920
C -5.54 -2.25 -8.28  -0.343
H -1.44 0.28 0.19  0.098
H 4.17 -3.05 -0.31  0.256
H 0.92 -0.49 5.71  0.473
N -1.53 -0.77 4.40  0.016
N -0.65 -4.83 0.14  -0.016
H 2.18 -0.50 0.38  0.071
O 0.17 -3.35 -1.42  -0.620
H -1.12 -2.07 -0.99  -0.187
H -2.86 3.91 5.43  0.363
H 4.37 0.80 -3.99  0.347
H -0.71 -5.91 -2.74  0.308
H -1.60 -3.22 1.27  0.285
C 0.04 -5.69 -2.01  -1.340
C 2.76 2.67 0.55  0.571
O 5.39 -0.46 1.06  -0.767
C -2.52 -1.02 -2.11  0.753
C -2.30 3.36 -2.29  -0.823
H 0.10 2.60 2.99  0.049
O -1.25 2.10 4.92  -0.778
H -2.89 4.31 3.72  0.345
H -5.63 -3.31 -8.46  0.358
H 0.25 5.34 3.16  0.234
H -2.74 4.11 -2.92  0.333
H 0.11 -3.04 1.04  0.080
O -2.78 4.25 -0.17  -0.603
H 0.78 0.62 4.24  0.095
C -0.65 -3.81 1.18  -0.850
C -0.31 -1.25 4.08  0.772
H 0.95 0.88 -1.26  -0.057

***

Record 4
This record from the OMol25 dataset describes a molecular structure, C25H57GaIN2O8 in a non-equilibrium geometry. The level of theory is ωB97M-V with the def2-TZVPD basis set.

Each line ends with the Mulliken charge.
Cartesian coordinates (Å):
N -2.45 7.06 5.32  -0.333
C 2.34 -1.13 -1.18  -0.530
C 0.07 -4.78 -6.70  -0.142
H 1.68 -3.09 2.40  -0.084
H -0.79 -0.91 -2.09  0.412
O -1.68 0.30 -0.02  -0.027
I -0.94 -3.49 3.04  -0.074
C 4.16 -0.33 0.14  -0.712
C -3.71 7.79 5.43  -0.703
C 1.14 -4.85 1.20  -0.821
H -0.27 4.94 2.25  0.095
H -5.79 7.88 5.03  0.343
H -0.77 -2.80 -7.00  0.401
C -2.21 -1.92 -0.80  -0.825
C -1.36 2.47 0.88  -0.561
H -2.18 7.06 4.35  0.084
H 1.56 1.20 4.57  0.421
H 1.58 -5.39 -3.97  0.246
H -0.52 2.04 1.42  -0.009
C -0.74 -3.58 -6.23  -0.976
O -4.92 7.31 3.32  -0.445
C -4.95 7.24 4.73  -0.463
H 3.24 -7.25 -6.42  0.343
C -2.50 5.69 5.81  -0.174
C 2.35 -5.52 -7.26  -0.711
H 2.44 0.59 0.97  0.184
H 5.10 -0.67 0.56  0.329
H 0.65 5.37 3.70  0.332
H 3.10 2.38 3.11  0.222
H -2.19 2.67 1.53  0.333
H 3.10 -5.01 -3.16  0.227
H 2.34 -1.43 -2.23  0.314
H -2.93 -2.46 -1.42  0.262
H 2.00 -6.13 -8.10  0.391
C 1.95 0.67 3.70  -0.848
H -2.07 -2.43 0.14  0.183
C 1.07 -3.98 2.45  -0.649
H 2.92 -0.95 1.71  -0.208
H -0.35 5.39 5.69  0.417
H -0.66 6.43 3.11  0.309
H 1.44 -1.99 -5.49  0.322
C -1.75 1.59 -0.29  0.454
H -3.04 -0.14 -1.57  0.420
H 0.32 -5.56 1.26  0.347
H -0.44 -5.25 -7.55  0.386
O 3.65 -1.39 -0.61  -0.419
H -3.37 5.15 5.44  0.158
C -0.34 5.39 3.24  -0.633
C 1.19 -4.12 -0.18  -0.355
H 4.34 0.55 -0.49  0.319
O -1.28 4.65 3.98  -0.161
C -0.85 -1.86 -1.56  -0.573
O 3.34 -5.84 -5.01  -0.467
H -0.85 -2.61 -2.35  0.624
C 3.27 0.00 1.33  0.445
H -1.00 3.39 0.44  0.333
C -4.18 6.29 2.67  -0.478
H -3.53 8.79 5.03  0.371
H -5.21 6.23 5.05  0.348
H 2.56 -3.98 -4.48  0.096
H -0.12 -1.13 -5.66  0.333
H 0.47 -4.63 -0.81  0.406
H 1.80 -3.77 -6.40  0.089
H -1.31 3.92 5.87  0.380
H -2.54 5.70 6.90  0.374
Ga 0.74 -2.11 -0.28  -0.890
H 0.07 -5.50 -5.87  0.149
O 4.03 0.68 2.32  -0.451
C 2.59 -5.01 -4.12  -0.297
H 2.07 -0.36 4.00  0.288
O -2.04 2.07 -1.33  -0.598
C -2.71 -0.50 -0.60  -0.791
C 3.27 1.32 3.32  -0.310
H -1.77 -3.92 -6.05  0.381
H 0.52 -1.39 1.13  -0.022
H -3.59 -0.52 0.04  0.378
C -1.27 4.90 5.38  -0.905
N 1.42 -4.40 -7.10  -0.337
H -4.25 5.34 3.19  0.266
H 3.30 -5.08 -7.56  0.370
O -0.25 -3.09 -5.00  -0.090
H -4.59 6.17 1.67  0.331
H 2.06 -5.41 1.29  0.296
H 3.89 1.29 4.22  0.340
H 1.45 -4.57 3.28  0.609
C 2.61 -6.43 -6.06  -0.479
H -3.13 6.58 2.56  0.118
H 1.19 0.75 2.93  0.083
H 1.70 -6.90 -5.68  0.356
C 0.44 -1.86 -5.07  -0.427
H -3.94 7.92 6.50  0.393
H 2.18 -4.23 -0.60  0.376
H 0.54 -1.48 -4.06  -0.135
H 2.12 -0.06 -1.19  0.329

Properties
net charge	-1

***

Record 5
This record from the OMol25 dataset describes 7 unconnected molecules or ions with the total composition C25H57N3O8 in a non-equilibrium geometry. The level of theory is ωB97M-V with the def2-TZVPD basis set.

Each line ends with the Mulliken charge.
Cartesian coordinates (Å):
O 3.02 -4.05 -7.96  -0.510
O -6.09 -0.68 4.71  -0.487
H 4.06 6.20 7.30  0.252
H -3.85 -1.07 2.84  0.239
H -2.96 -2.02 4.15  0.312
H -2.62 -0.21 4.06  0.256
H -0.07 -2.61 3.62  0.288
H 2.69 6.41 8.40  0.289
O 0.22 -3.23 -6.31  -0.420
H 3.99 5.28 10.22  0.317
C 0.25 -1.36 -2.14  -1.225
C 1.95 -0.14 0.39  0.552
H 4.11 -3.69 -5.54  0.106
O 3.18 2.96 3.70  -0.442
H -3.15 4.43 -2.06  0.223
C 1.08 -2.63 -1.63  0.218
H 2.10 -4.27 -2.88  0.449
C -7.72 -1.65 3.22  -0.995
H -6.93 -2.11 2.62  0.245
H -3.11 3.59 -4.31  0.300
N -1.29 -0.58 1.42  -0.423
H -0.63 -1.76 -2.79  0.434
H 2.23 1.18 2.26  0.279
H 4.79 -3.16 -8.48  0.288
H 4.86 6.71 9.62  0.320
H 0.68 -3.14 -0.68  -0.207
H 5.64 -3.00 -6.13  0.330
C -3.64 5.31 -2.49  -0.866
O 1.64 -1.24 1.28  -0.480
C -7.27 -1.48 4.66  -0.249
H 2.41 -4.04 -7.21  0.263
H -1.74 -3.57 -5.77  0.294
C -1.40 -4.21 -7.81  -1.153
H 2.64 1.97 0.63  0.290
H 0.00 -2.37 -6.70  0.240
H 2.20 -2.40 -1.42  0.253
H -0.60 -4.67 -8.40  0.273
C -2.85 -1.14 3.39  -0.971
H 5.59 3.38 4.79  0.286
C 0.69 0.57 -0.28  -1.357
C -4.40 4.93 -3.74  -0.230
C -0.37 -0.41 -1.00  1.567
H 0.75 -3.32 -3.79  0.045
H 2.68 3.16 4.51  0.251
H 4.60 3.84 2.53  0.286
C 4.04 4.06 3.44  -0.260
C -2.88 -1.04 -0.43  -0.104
C 4.98 4.27 4.61  -0.643
C 4.10 -3.18 -7.64  -0.214
C 4.81 -3.66 -6.39  -0.769
H 5.35 5.08 9.13  0.277
C 2.75 0.99 1.25  -1.202
H 0.92 -0.74 -2.86  0.290
H -1.15 -2.35 0.07  0.445
C -1.40 0.59 -1.78  -0.492
H -4.31 5.74 -1.74  0.302
H -1.61 -3.24 -8.27  0.328
H 0.19 1.32 0.46  0.313
N -4.01 -1.02 -0.87  -0.554
C 4.50 5.72 9.36  -1.037
O 3.10 4.48 7.83  -0.515
H 4.42 4.47 5.53  -0.097
H 2.69 -0.53 -0.41  0.071
H -1.56 -3.60 2.99  0.450
H 3.85 0.72 1.44  0.311
C 3.55 5.79 8.17  -0.198
H -7.93 -0.68 2.77  0.320
H -0.22 -3.21 1.79  0.152
H 1.20 -0.90 2.11  0.350
H 0.60 -5.67 -2.58  0.332
H -4.87 5.81 -4.18  0.285
H 5.19 -4.67 -6.53  0.257
C -0.95 -4.04 -6.37  -0.213
N -2.13 1.39 -2.33  -0.613
C 1.07 -3.79 -2.79  -0.365
H -6.31 0.18 4.32  0.289
H -7.03 -2.45 5.10  0.274
H -0.72 -5.01 -5.93  0.297
H 1.11 1.25 -1.13  0.570
H -5.18 4.20 -3.52  0.247
C -1.33 -1.22 0.07  0.542
H 3.71 -2.16 -7.50  0.230
H -2.85 6.03 -2.72  0.259
C -0.77 -2.80 2.73  -0.982
C -1.60 -1.44 2.39  0.494
H 2.64 4.12 8.61  0.293
H -8.04 -1.00 5.26  0.261
H 3.43 4.95 3.26  0.274
H 5.65 5.12 4.42  0.361
O 0.09 -4.84 -2.46  -0.529
H -2.29 -4.84 -7.87  0.366
H -8.62 -2.27 3.17  0.344
O -3.51 4.38 -4.71  -0.529

***

| no. | HOMO-LUMO gap (eV) |
| --- | --- |
| 1 | 6.91 |
| 2 | 5.22 |
| 3 | 8.99 |
| 4 | 6.50 |
| 5 | 9.02 |